Here is a structure of composition C45H35BrI2N7O3Rb from OMol25. Energies are from ωB97M-V/def2-TZVPD.

The geometry in ORCA input format:
```
! wB97M-V def2-TZVPD RIJCOSX def2/J DEFGRID3
* xyz -2 1
Rb 0.77 0.03 0.65
O 0.82 -4.71 0.01
C -0.10 -5.09 -0.80
C -0.20 -6.44 -1.23
C -1.18 -6.85 -2.10
C -2.11 -5.94 -2.61
C -2.03 -4.62 -2.22
C -1.07 -4.18 -1.33
C -0.99 -2.72 -0.93
O -0.41 -2.54 0.32
N -0.25 -2.03 -1.98
N -0.34 -0.74 -2.12
C 0.34 -0.11 -3.00
C 0.24 1.30 -3.19
Br -0.15 2.36 -1.65
C 0.46 1.96 -4.35
C 0.52 1.36 -5.67
C 1.26 1.98 -6.68
C 1.25 1.51 -7.97
C 0.49 0.39 -8.30
C -0.25 -0.24 -7.31
C -0.24 0.24 -6.02
H 0.23 -3.34 0.37
H 0.53 -7.14 -0.84
H -1.22 -7.89 -2.41
H -2.87 -6.27 -3.30
H -2.74 -3.90 -2.62
H -1.99 -2.24 -0.92
H 0.53 -2.54 -2.41
H 1.05 -0.63 -3.66
H 0.54 3.03 -4.32
H 1.87 2.84 -6.43
H 1.82 2.02 -8.74
H 0.46 0.03 -9.32
H -0.84 -1.11 -7.56
H -0.85 -0.24 -5.27
I 8.90 -0.83 0.57
C 6.83 -0.60 0.10
C 6.43 0.48 -0.66
C 5.10 0.59 -0.96
I 4.39 2.20 -2.15
C 4.09 -0.33 -0.55
O 2.89 -0.19 -0.87
C 4.59 -1.43 0.22
C 3.61 -2.47 0.68
N 3.11 -2.17 2.02
C 2.29 -3.23 2.58
C 1.13 -2.72 3.40
C 0.47 -3.58 4.27
C -0.65 -3.12 4.94
C -1.07 -1.82 4.72
C -0.33 -1.03 3.85
N 0.75 -1.46 3.22
C 5.92 -1.55 0.52
H 7.14 1.22 -1.01
H 4.07 -3.48 0.63
H 2.74 -2.45 0.01
H 3.90 -1.98 2.64
H 2.87 -3.96 3.17
H 1.84 -3.79 1.74
H 0.81 -4.60 4.41
H -1.19 -3.77 5.61
H -1.96 -1.44 5.20
H -0.61 -0.01 3.65
H 6.26 -2.41 1.10
N -6.28 8.31 4.13
C -5.56 7.46 3.84
C -4.70 6.41 3.47
C -4.76 5.19 4.15
C -3.92 4.16 3.78
C -3.01 4.32 2.73
C -2.95 5.55 2.06
C -3.79 6.58 2.42
C -2.15 3.19 2.33
C -2.78 2.25 1.51
C -4.12 2.40 1.00
C -4.33 1.32 0.18
C -3.13 0.56 0.24
N -2.22 1.10 1.02
C -0.84 3.22 2.79
C -0.24 4.31 3.51
C 1.06 3.95 3.74
C 1.21 2.66 3.18
N 0.10 2.23 2.62
H -5.46 5.06 4.96
H -3.96 3.21 4.29
H -2.26 5.66 1.25
H -3.75 7.53 1.90
H -4.79 3.21 1.20
H -5.21 1.09 -0.39
H -2.93 -0.36 -0.28
H -0.73 5.23 3.78
H 1.82 4.53 4.23
H 2.09 2.04 3.20
*
```

Computed properties:
Relative energy (zero: lowest compared OMol25 entry of this formula, charge and spin) ... 52.9 kJ/mol
HOMO-LUMO gap ... 6.03 eV

Atom charges from the Mulliken analysis, given in e for atoms 1 to 2:
1. Rb 0.79
2. O -0.73

***

Here is a structure of composition C45H36Cl2NO8RhS3 from OMol25. Energies are from ωB97M-V/def2-TZVPD.

The geometry in ORCA input format:
```
! wB97M-V def2-TZVPD RIJCOSX def2/J DEFGRID3
* xyz 0 1
Rh 0.03 1.24 -1.13
C 7.46 2.08 1.16
C 6.00 1.76 1.02
C 5.23 1.44 2.14
C 3.88 1.17 2.02
C 3.30 1.22 0.76
C 4.03 1.53 -0.37
C 5.38 1.81 -0.23
S 1.55 0.85 0.70
O 1.04 1.03 2.06
C 1.74 -0.94 0.34
C 2.46 -1.20 -0.85
C 3.20 -2.33 -0.97
C 3.47 -3.09 0.20
C 4.55 -4.01 0.22
C 4.99 -4.53 1.40
C 4.37 -4.14 2.60
C 3.27 -3.33 2.60
C 2.74 -2.84 1.38
C 1.61 -1.92 1.34
C 0.44 -2.01 2.22
C 0.27 -3.01 3.27
C 0.78 -4.33 3.19
C 0.57 -5.25 4.19
C -0.14 -4.89 5.34
C -0.73 -3.67 5.41
C -0.61 -2.74 4.35
C -1.47 -1.61 4.29
C -1.60 -0.96 3.12
C -0.69 -1.21 2.06
S -1.20 -0.66 0.45
O -1.30 0.87 0.44
C -2.90 -1.17 0.45
C -3.89 -0.21 0.41
C -5.21 -0.63 0.32
C -5.53 -1.98 0.28
C -6.96 -2.43 0.15
C -4.51 -2.92 0.33
C -3.18 -2.53 0.41
H 7.85 1.77 2.12
H 7.63 3.16 1.06
H 8.05 1.59 0.38
H 5.70 1.40 3.11
H 3.27 0.94 2.88
H 3.59 1.57 -1.36
H 5.96 2.06 -1.11
H 2.43 -0.46 -1.65
H 3.71 -2.56 -1.90
H 5.06 -4.23 -0.71
H 5.84 -5.20 1.42
H 4.78 -4.48 3.55
H 2.84 -3.02 3.53
H 1.30 -4.65 2.30
H 0.96 -6.25 4.07
H -0.26 -5.61 6.15
H -1.37 -3.40 6.25
H -2.10 -1.38 5.14
H -2.37 -0.21 2.97
H -3.63 0.84 0.42
H -6.00 0.11 0.28
H -7.65 -1.66 0.51
H -7.15 -3.35 0.70
H -7.20 -2.61 -0.90
H -4.75 -3.98 0.29
H -2.39 -3.26 0.43
C -5.05 4.41 -5.18
C -4.08 4.39 -4.03
C -3.15 5.40 -3.85
C -2.23 5.36 -2.81
C -2.26 4.30 -1.92
C -3.20 3.28 -2.07
C -4.10 3.33 -3.12
S -1.04 4.18 -0.64
O -0.44 5.48 -0.54
O -1.64 3.54 0.49
N 0.11 3.20 -1.22
C 0.86 3.68 -2.38
C 1.85 2.61 -2.81
O 2.86 2.86 -3.43
O 1.52 1.39 -2.43
H -4.99 5.34 -5.73
H -6.08 4.29 -4.82
H -4.85 3.59 -5.87
H -3.13 6.23 -4.54
H -1.51 6.15 -2.67
H -3.21 2.45 -1.38
H -4.80 2.51 -3.25
H 1.39 4.60 -2.14
H 0.21 3.86 -3.24
Cl 0.18 -1.03 -3.78
C -1.02 0.14 -4.40
Cl -0.27 1.61 -5.04
C -2.05 0.47 -3.31
O -3.22 0.33 -3.60
O -1.64 0.86 -2.14
H -1.52 -0.35 -5.22
*
```

Computed properties:
Relative energy (zero: lowest compared OMol25 entry of this formula, charge and spin) ... 155.5 kJ/mol
HOMO-LUMO gap ... 6.64 eV

Atom charges from the Mulliken analysis, given in e for atoms 1 to 2:
1. Rh 0.12
2. C -1.49

***

Here is a structure of composition C45H36F2KN5O3S from OMol25. Energies are from ωB97M-V/def2-TZVPD.

The geometry in ORCA input format:
```
! wB97M-V def2-TZVPD RIJCOSX def2/J DEFGRID3
* xyz -2 1
K -0.50 0.23 0.48
C -3.32 -1.12 1.89
O -2.10 -1.60 1.39
C -1.46 -2.60 2.10
C -1.99 -3.17 3.23
C -1.32 -4.22 3.89
C -0.13 -4.67 3.35
C 0.42 -4.09 2.21
C -0.20 -3.01 1.54
N 0.30 -2.35 0.46
N 1.40 -3.08 -0.06
C 2.36 -2.47 -0.67
C 2.64 -1.07 -0.94
O 1.61 -0.07 -0.93
C 3.91 -0.61 -1.25
C 4.99 -1.44 -1.48
C 4.75 -2.84 -1.51
C 5.76 -3.76 -1.90
C 5.51 -5.11 -1.98
C 4.23 -5.61 -1.69
C 3.24 -4.73 -1.30
C 3.47 -3.35 -1.18
H -4.08 -1.92 1.93
H -3.65 -0.34 1.20
H -3.21 -0.67 2.88
H -2.93 -2.81 3.62
H -1.75 -4.66 4.78
H 0.40 -5.48 3.83
H 1.36 -4.44 1.82
H 4.02 0.47 -1.34
H 5.97 -1.04 -1.71
H 6.74 -3.37 -2.14
H 6.31 -5.78 -2.29
H 4.02 -6.67 -1.77
H 2.25 -5.08 -1.05
F -5.77 3.41 1.82
C -4.52 3.04 2.23
C -3.59 2.61 1.31
C -2.29 2.21 1.69
C -2.01 2.32 3.07
C -2.99 2.73 3.97
F -2.75 2.78 5.32
C -4.26 3.10 3.59
C -0.63 1.99 3.55
C -0.01 2.71 4.58
C 1.29 2.39 4.94
C 1.95 1.38 4.27
C 1.28 0.72 3.25
N 0.02 1.02 2.91
H -3.91 2.57 0.27
H -5.01 3.41 4.31
H -0.54 3.50 5.08
H 1.78 2.94 5.74
H 2.97 1.09 4.52
H 1.75 -0.08 2.69
O -1.73 -2.63 -1.37
C -1.24 -1.84 -2.42
C -2.41 -1.46 -3.31
C -3.37 -0.47 -2.64
C -2.89 0.96 -2.69
C -3.14 1.75 -3.81
C -2.68 3.05 -3.84
C -1.98 3.54 -2.75
C -1.78 2.69 -1.68
N -2.20 1.43 -1.65
H -1.09 -2.64 -0.61
H -0.49 -2.37 -3.02
H -0.75 -0.93 -2.05
H -2.95 -2.39 -3.53
H -2.06 -1.06 -4.27
H -3.51 -0.77 -1.60
H -4.35 -0.52 -3.14
H -3.70 1.34 -4.65
H -2.87 3.68 -4.70
H -1.60 4.56 -2.72
H -1.27 3.02 -0.77
S 1.35 2.30 -3.99
C 1.41 0.64 -4.43
C 1.51 -0.17 -3.37
C 1.53 0.55 -2.13
C 1.48 1.91 -2.30
C 1.53 2.97 -1.29
C 1.80 4.30 -1.64
C 1.81 5.27 -0.66
C 1.57 4.90 0.66
C 1.34 3.56 0.92
N 1.31 2.62 -0.02
H 1.35 0.36 -5.47
H 1.58 -1.25 -3.40
H 1.99 4.57 -2.68
H 2.00 6.31 -0.92
H 1.56 5.63 1.46
H 1.14 3.22 1.93
*
```

Computed properties:
Relative energy (zero: lowest compared OMol25 entry of this formula, charge and spin) ... 0.0 kJ/mol
HOMO-LUMO gap ... 3.53 eV

Atom charges from the Mulliken analysis, given in e for atoms 1 to 2:
1. K 1.70
2. C -1.19

***

Here is a structure of composition C45H36F5FeN5O2S4 from OMol25. Energies are from ωB97M-V/def2-TZVPD.

The geometry in ORCA input format:
```
! wB97M-V def2-TZVPD RIJCOSX def2/J DEFGRID3
* xyz 0 5
Fe 1.00 3.03 0.49
N 0.31 4.70 1.75
C -0.28 5.74 0.89
C -1.15 5.09 -0.24
C -0.32 4.64 -1.51
O -0.77 4.91 -2.60
O 0.82 4.08 -1.29
H -0.34 4.36 2.44
H 1.14 4.95 2.27
H 0.58 6.33 0.52
H -0.93 6.30 1.55
H -1.94 5.76 -0.62
H -1.68 4.26 0.21
N -0.60 1.87 1.10
S -1.69 0.92 0.91
N -1.32 -0.64 1.05
S -0.94 -1.74 -0.05
N 0.13 -1.45 -1.09
S 1.49 -0.48 -0.82
N 1.42 0.96 -0.74
C 2.32 -1.03 -2.30
C 2.31 -2.29 -2.79
C 3.03 -2.61 -3.92
C 3.68 -1.60 -4.58
C 3.71 -0.26 -4.14
C 3.11 -0.05 -2.91
C 2.30 -1.36 0.51
C 2.40 -0.64 1.68
C 2.98 -1.24 2.81
C 3.25 -2.61 2.79
C 3.11 -3.31 1.61
C 2.73 -2.73 0.45
C -2.39 -2.22 -1.08
C -3.38 -2.98 -0.53
C -4.37 -3.36 -1.41
C -4.47 -2.77 -2.67
C -3.46 -1.96 -3.15
C -2.33 -1.74 -2.33
C -0.54 -3.16 0.98
C -0.19 -3.04 2.31
C 0.27 -4.14 2.96
C 0.30 -5.35 2.28
C -0.01 -5.46 0.91
C -0.44 -4.34 0.25
C -2.73 1.22 -0.64
C -1.97 1.74 -1.65
C -2.58 2.18 -2.80
C -3.94 1.90 -2.91
C -4.65 1.28 -1.90
C -4.03 0.89 -0.76
C -3.00 0.97 2.21
C -3.73 -0.11 2.65
C -4.81 0.14 3.54
C -5.12 1.47 3.94
C -4.34 2.54 3.48
C -3.30 2.26 2.64
H 1.80 -3.07 -2.29
H 2.87 -3.57 -4.36
H 4.12 -1.86 -5.54
H 4.21 0.47 -4.72
H 3.24 0.89 -2.32
H 1.93 0.32 1.64
H 3.08 -0.66 3.69
H 3.54 -3.13 3.59
H 3.44 -4.35 1.70
H 2.68 -3.34 -0.45
H -3.36 -3.38 0.42
H -5.07 -4.09 -1.04
H -5.32 -3.06 -3.25
H -3.41 -1.60 -4.17
H -1.48 -1.15 -2.69
H -0.33 -2.05 2.74
H 0.46 -4.23 4.02
H 0.50 -6.25 2.87
H 0.04 -6.40 0.42
H -0.66 -4.31 -0.82
H -0.92 1.98 -1.44
H -1.97 2.65 -3.58
H -4.37 2.13 -3.88
H -5.73 1.15 -1.96
H -4.61 0.39 0.00
H -3.48 -1.08 2.24
H -5.29 -0.71 4.02
H -5.97 1.75 4.59
H -4.51 3.57 3.81
H -2.71 3.01 2.15
F 7.09 0.15 -0.89
C 6.18 0.92 -0.27
C 5.54 1.89 -1.00
F 5.85 2.03 -2.29
C 4.54 2.60 -0.33
F 3.86 3.55 -0.95
C 4.27 2.47 1.05
S 2.91 3.22 1.94
C 4.99 1.54 1.73
F 4.72 1.21 3.01
C 6.03 0.81 1.12
F 6.66 -0.21 1.79
*
```

Computed properties:
Relative energy (zero: lowest compared OMol25 entry of this formula, charge and spin) ... 66.4 kJ/mol
⟨S²⟩ ... 6.010
HOMO-LUMO gap (alpha / beta) ... 6.78 / 6.91 eV

Atom charges from the Mulliken analysis, given in e for atoms 1 to 2:
1. Fe 0.79
2. N -0.23

***

| no. | F_max (eV Å⁻¹) |
| --- | --- |
| 1 | 1.2 |
| 2 | 1.0 |
| 3 | 0.6 |
| 4 | 4.4 |